Record 1
# C14H34BrO2P2

2 unconnected molecules or ions with the total composition C14H34BrO2P2 (the ωB97M-V functional and the def2-TZVPD basis, the OMol25 dataset).

Each line ends with the natural charge from an NBO analysis.
Geometry (Å):
1 C 0.181 -2.232 3.630  -0.602
2 C -0.615 -1.271 2.748  -0.399
3 C -1.852 -0.681 3.454  -0.401
4 C -1.840 0.845 3.488  -0.390
5 C -2.080 1.478 2.112  -0.401
6 C -1.458 2.879 1.989  -0.401
7 C -0.042 2.873 1.386  -0.398
8 C 0.009 3.199 -0.116  -0.412
9 C -0.164 1.996 -1.064  -0.394
10 C 1.117 1.512 -1.761  -0.414
11 C 2.312 1.454 -0.793  -0.705
12 P 3.815 0.760 -1.557  0.637
13 P 3.647 0.477 -3.796  0.944
14 O 5.233 0.159 -3.969  -0.998
15 Br 2.745 -1.547 -3.648  -0.197
16 H 1.160 -2.458 3.201  0.200
17 H 0.346 -1.808 4.624  0.205
18 H -0.350 -3.179 3.755  0.210
19 H 0.038 -0.450 2.424  0.177
20 H -0.918 -1.789 1.834  0.200
21 H -2.766 -1.017 2.952  0.202
22 H -1.904 -1.069 4.475  0.209
23 H -0.869 1.177 3.881  0.188
24 H -2.596 1.210 4.188  0.213
25 H -3.156 1.533 1.926  0.212
26 H -1.666 0.821 1.338  0.186
27 H -1.407 3.315 2.992  0.212
28 H -2.107 3.534 1.402  0.205
29 H 0.589 3.592 1.916  0.212
30 H 0.405 1.884 1.564  0.183
31 H -0.788 3.914 -0.337  0.223
32 H 0.939 3.736 -0.336  0.189
33 H -0.601 1.142 -0.540  0.221
34 H -0.874 2.262 -1.850  0.227
35 H 1.349 2.146 -2.623  0.208
36 H 0.938 0.496 -2.133  0.237
37 H 2.078 0.803 0.054  0.274
38 H 2.603 2.434 -0.408  0.270
39 H 4.202 -0.415 -0.901  0.070
40 H 4.902 1.625 -1.385  0.062
41 H 5.443 -0.526 -4.623  0.534
42 C -1.353 -3.803 -1.496  -0.631
43 C -1.504 -2.461 -2.189  0.094
44 C -1.687 -2.602 -3.690  -0.631
45 O -0.381 -1.615 -1.898  -0.738
46 H -0.476 -4.332 -1.881  0.196
47 H -1.228 -3.671 -0.422  0.220
48 H -2.226 -4.433 -1.670  0.224
49 H -2.359 -1.929 -1.769  0.181
50 H -0.818 -3.100 -4.132  0.194
51 H -1.796 -1.624 -4.158  0.218
52 H -2.568 -3.199 -3.923  0.225
53 H 0.399 -2.046 -2.263  0.451

Properties
**Multiplicity**: 1
**Maximum force**: 0.00616 Eh/bohr
**LUMO energy**: -3.9 eV
**Charge**: +1

Record 2
# C4H4N2O

2 unconnected molecules or ions with the total composition C4H4N2O in a non-equilibrium geometry (the ωB97M-V functional and the def2-TZVPD basis, the OMol25 dataset).

Each line ends with the natural charge from an NBO analysis.
Geometry (Å):
1 C 1.238 -1.137 0.180  -0.365
2 C 1.499 -0.264 1.285  -0.035
3 C -2.471 1.170 -0.744  0.086
4 C 0.438 -0.431 -0.677  0.147
5 N -2.518 0.088 -0.399  -0.320
6 N 0.857 0.876 1.022  -0.120
7 O 0.271 0.835 -0.231  -0.279
8 H 1.380 -2.192 0.010  0.234
9 H 2.021 -0.464 2.120  0.214
10 H -2.731 2.185 -0.996  0.236
11 H 0.015 -0.668 -1.570  0.202

Properties
**Multiplicity**: 1
**Structure (SMILES)**: c1cnoc1.C#N
**Maximum force**: 0.12601 Eh/bohr
**Energy relative to the best compared isomer or geometry (same formula, charge and spin)**: 3.155 eV
**LUMO energy**: 1.1 eV

Record 3
# C6H7FO

C6H7FO in the gas phase in a non-equilibrium geometry (the ωB97M-V functional and the def2-TZVPD basis, the OMol25 dataset).

Each line ends with the natural charge from an NBO analysis.
Geometry (Å):
1 C 1.009 -2.583 0.704  -0.648
2 C 0.353 -1.367 0.210  0.332
3 C -0.889 -0.906 0.237  -0.337
4 C -0.994 0.381 -0.498  -0.309
5 C -0.434 1.541 0.326  0.184
6 C 0.416 0.706 -0.600  0.014
7 H 0.113 -3.310 0.771  0.221
8 H 1.394 -2.528 1.752  0.237
9 H 1.671 -2.844 -0.035  0.229
10 H -1.818 -1.548 0.438  0.223
11 H -1.631 0.493 -1.398  0.238
12 H -0.229 1.460 1.424  0.181
13 H 1.002 1.445 -1.147  0.220
14 O 1.192 -0.442 -0.245  -0.470
15 F -0.757 2.637 -0.236  -0.316

Properties
**Multiplicity**: 1
**Structure (SMILES)**: CC1=C[C@H]2[C@H](F)[C@H]2O1
**Maximum force**: 0.11424 Eh/bohr
**Energy relative to the best compared isomer or geometry (same formula, charge and spin)**: 2.812 eV
**LUMO energy**: 1.1 eV